C38H32N9O7S2Tl | ωB97M-V/def2-TZVPD

Structure (XYZ):
```
89
Properties=species:S:1:pos:R:3:forces:R:3
C -6.41744 -0.43407 -0.02773 -0.009 0.002 -0.010
H -4.28184 0.64027 1.67231 0.001 -0.060 -0.037
H 3.08804 -1.18542 -0.12050 -0.010 0.003 -0.014
C 4.77519 2.28090 -0.32191 0.011 0.009 0.015
H 0.35590 -5.69096 -3.92556 0.007 0.008 -0.004
C -4.42800 0.19858 -1.25865 0.015 0.029 0.020
C 6.78236 -1.87425 0.70796 0.008 0.003 -0.026
H -7.46660 -0.28195 0.19663 0.000 0.000 -0.002
S 4.65709 -0.08038 -2.24528 0.033 0.067 -0.077
H 6.60679 -2.34625 3.57315 0.002 0.004 0.005
N -1.29386 1.08132 1.02946 -0.034 -0.044 -0.029
H 3.32375 -2.75330 -2.51132 -0.034 -0.040 -0.166
Tl 0.33673 0.55461 -1.27712 -0.108 -0.015 0.123
H -6.16561 -2.04955 1.38943 0.001 -0.001 -0.001
C 4.12637 -1.39477 0.10148 0.019 0.003 0.032
S 1.02760 -0.73680 1.47767 -0.032 0.025 -0.057
C 4.72033 3.19810 0.70371 -0.001 -0.002 0.002
C 2.35698 3.12098 0.58165 -0.006 0.018 0.026
C 3.56830 1.78417 -0.86583 0.039 0.016 0.018
H 5.64283 3.57561 1.13232 0.002 -0.001 0.000
N 2.38692 2.23645 -0.40560 0.043 0.008 -0.100
O -2.57783 -3.01574 0.57306 -0.047 0.006 0.004
C -4.37128 -1.58908 0.32161 0.002 0.029 0.033
H 4.36315 -4.11553 -2.46039 -0.002 -0.006 -0.018
O 2.64664 -5.85924 -2.79594 0.012 -0.007 -0.050
H 7.21726 -0.81608 -1.12418 0.010 0.007 0.005
N -3.62755 -2.63600 1.04017 0.030 -0.023 0.003
C -5.17309 1.87460 3.17995 -0.010 0.013 0.007
H -1.82236 -1.84596 3.23265 -0.012 0.011 0.015
H -2.64993 -0.92085 -0.79652 0.001 -0.023 -0.009
C -1.23466 -4.34762 -3.34279 0.000 0.003 0.007
H -0.27779 -2.51799 2.98597 -0.005 0.012 0.008
N -0.83350 -1.68628 3.09981 -0.013 -0.054 -0.030
O 5.86788 0.59053 -2.69182 0.000 -0.006 0.020
O -2.49917 1.09411 -2.28632 0.101 -0.028 -0.056
C -4.20593 1.55329 2.24079 0.016 -0.013 0.000
C -0.54439 -0.71067 2.16682 -0.048 0.056 -0.050
H 3.66642 -2.39027 1.92720 -0.003 0.001 -0.004
H 1.35239 -2.46880 -1.29660 0.018 0.017 0.025
C -1.52607 -3.23137 -2.56831 -0.016 -0.008 -0.012
N 3.46004 0.83853 -1.84803 -0.029 -0.052 0.021
C 4.46171 -2.07490 1.26168 0.006 -0.009 0.019
C -2.07161 2.10187 1.00363 0.051 -0.025 0.082
O -4.52002 1.85923 -2.93919 -0.019 0.054 0.031
H -3.59929 5.31966 -1.95757 0.001 0.002 0.000
O -4.11798 -3.07724 2.07358 0.041 0.043 -0.026
H 5.71957 1.94635 -0.72623 -0.002 0.005 0.008
C -3.98977 3.89014 3.71719 0.009 0.009 -0.004
C -2.77420 4.71938 -1.59557 0.000 0.008 -0.006
H -2.18897 4.23410 2.60036 0.002 0.001 0.001
H 7.82548 -2.05788 0.94608 0.004 0.001 0.001
C 5.79244 -2.32404 1.57896 -0.012 0.001 0.002
H -2.01848 -4.84141 -3.90222 -0.003 -0.001 -0.001
C 5.12238 -0.95149 -0.75339 -0.034 0.022 0.001
C -1.54701 4.74087 -2.23773 0.007 -0.014 0.005
C -5.71087 -1.42079 0.63837 0.006 -0.018 -0.007
C -5.77803 0.36160 -0.97073 0.016 -0.006 -0.004
C 1.03569 -4.12721 -2.64256 -0.004 -0.014 -0.030
H -6.29993 1.14141 -1.51070 -0.010 0.003 0.006
H -1.36908 5.36443 -3.10340 0.001 0.002 -0.002
H -6.01049 1.20401 3.33197 -0.003 -0.002 -0.001
C 0.06798 -4.80860 -3.36850 -0.012 -0.022 0.046
C -2.94813 3.89061 -0.50456 -0.022 -0.020 -0.033
C 2.43840 -4.65903 -2.64395 -0.014 0.021 0.052
H 1.36243 3.41585 0.90182 -0.006 -0.001 0.003
C 6.16139 -3.03710 2.85324 0.002 -0.007 -0.003
N -0.61582 -2.58012 -1.85749 0.057 0.059 -0.020
C -1.89425 3.07025 -0.10330 -0.006 0.008 -0.024
H 5.28255 -3.48124 3.31949 -0.002 -0.002 0.000
O 4.15127 -1.10015 -3.15296 -0.005 -0.019 0.054
H -3.89526 4.80321 4.29322 0.001 0.000 0.001
H -5.82364 3.29066 4.66106 -0.001 0.001 0.001
C -0.55228 3.90319 -1.76061 0.004 0.013 -0.053
N -0.71319 3.09060 -0.72589 0.002 0.043 0.067
H 6.88766 -3.83110 2.66714 0.002 -0.001 0.000
C -3.74336 1.14963 -2.27150 -0.057 -0.097 0.000
C -5.06889 3.04312 3.92377 -0.010 -0.016 0.002
C -3.12291 2.39793 2.02208 0.005 0.008 0.005
C -3.70991 -0.79976 -0.60505 0.013 0.047 0.032
H -3.90426 3.82974 -0.00325 0.004 -0.006 0.006
C 6.45509 -1.18520 -0.45046 0.019 -0.024 -0.009
H 3.41113 4.34747 1.99676 -0.002 0.000 0.000
N 3.42113 -3.76292 -2.45714 0.048 -0.012 0.119
C 0.63953 -3.01641 -1.90527 -0.009 -0.037 0.007
C -3.02820 3.56898 2.76905 -0.002 0.020 -0.004
C 3.49017 3.63777 1.18432 -0.001 0.001 0.007
H -2.53869 -2.84623 -2.51188 -0.019 0.022 -0.002
N -1.52682 0.15252 1.99080 -0.007 -0.012 0.034
H 0.42326 3.86539 -2.23685 0.010 0.004 0.001
```
Positions in Å, forces in eV/Å.

Summary:
Total charge: -2
Frontier orbital gap in eV: 6.62
F_max in eV/A: 0.17
HOMO energy in eV: -2.520
2S+1: 1
Relative energy (zero: lowest compared OMol25 entry of this formula, charge and spin) in kJ/mol: 0.0